This record from OMol25 describes a gas-phase ion, C9H19N2 (charge +1). The level of theory is ωB97M-V/def2-TZVPD.

Geometry as XYZ:
```
30
Properties=species:S:1:pos:R:3
C -0.81 1.10 -0.67
C 0.49 1.22 0.15
C -1.59 -0.24 -0.52
C 2.25 -0.06 -1.31
C 2.96 0.32 -0.04
C 1.47 0.07 -0.04
C -2.97 -0.23 -0.02
C 3.92 -0.64 0.61
C -3.37 0.60 1.13
N 0.89 -1.12 0.57
N -3.85 -1.03 -0.57
H -1.45 1.94 -0.40
H -0.56 1.22 -1.72
H 0.97 2.15 -0.14
H 0.24 1.29 1.21
H -1.55 -0.78 -1.47
H -0.91 -0.82 0.16
H 2.12 0.68 -2.09
H 2.41 -1.06 -1.70
H 3.26 1.36 0.04
H 4.85 -0.68 0.04
H 3.51 -1.64 0.67
H 4.16 -0.31 1.62
H -2.96 0.17 2.04
H -4.45 0.66 1.23
H -2.96 1.61 1.05
H 1.28 -1.97 0.18
H 1.06 -1.12 1.57
H -3.60 -1.62 -1.35
H -4.79 -1.09 -0.21
```

Calculated values
Highest occupied orbital energy in eV: -12.03
Kohn-Sham gap in eV: 8.24
Energy above the lowest of the compared OMol25 structures with the same formula, charge and spin in kcal per mole: 27.4
Structure (SMILES): CC(=[NH2+])CCC[C@@]1(N)C[C@@H]1C
Net charge: +1
Largest force on an atom in eV/Å: 0.8

=====

This record from OMol25 describes a molecular structure, C27H18Br2CoN7OSe in a non-equilibrium geometry. The level of theory is ωB97M-V/def2-TZVPD.

Geometry as XYZ:
```
57
Properties=species:S:1:pos:R:3
Co -0.85 0.57 0.63
C 2.70 2.04 1.59
C 2.30 1.76 0.17
C 3.29 1.44 -0.77
C 2.94 1.15 -2.10
C 1.62 1.15 -2.44
C 0.91 0.95 -3.71
Br 2.01 1.26 -5.28
C -1.26 0.54 -3.87
C -2.17 0.46 -2.72
Br -3.48 -0.82 -2.56
C -1.60 1.15 -1.58
O -2.20 1.37 -0.42
C 0.61 1.48 -1.43
N 1.01 1.86 -0.12
H 3.78 2.08 1.69
H 2.31 1.25 2.24
H 2.28 2.99 1.92
H 4.33 1.44 -0.48
H 3.71 0.95 -2.83
H -1.77 0.47 -4.83
Se 1.25 -4.96 -3.92
N 1.04 -4.90 -2.18
C 0.68 -3.68 -1.86
C 0.41 -3.26 -0.50
C 0.44 -4.08 0.63
C 0.15 -3.52 1.85
C -0.15 -2.16 1.94
N -0.20 -1.36 0.89
C 0.07 -1.91 -0.33
C -0.01 -1.02 -1.46
N -0.32 0.28 -1.10
C -0.58 2.19 -2.15
C -0.39 1.80 -3.63
C 0.06 -0.38 -3.85
C 0.20 -1.38 -2.75
C 0.57 -2.75 -2.97
N 0.83 -3.27 -4.15
H 0.69 -5.13 0.51
H 0.16 -4.12 2.75
H -0.37 -1.71 2.90
H -0.76 3.23 -1.92
H -0.49 2.63 -4.32
H 0.22 -0.89 -4.80
N -2.18 1.25 6.44
C -1.96 1.18 5.11
C -2.75 0.37 4.28
C -2.46 0.28 2.94
N -1.44 0.94 2.37
C -0.73 1.78 3.15
C -0.94 1.92 4.49
H -2.94 0.75 6.87
H -1.63 1.86 7.02
H -3.59 -0.18 4.68
H -3.06 -0.33 2.28
H 0.04 2.35 2.64
H -0.34 2.61 5.07
```

Calculated values
Highest occupied orbital energy (alpha / beta) in eV: -9.46 / -9.46
<S²>: 0.76
Kohn-Sham gap (alpha / beta) in eV: 4.54 / 4.53
2S+1: 2
Energy above the lowest of the compared OMol25 structures with the same formula, charge and spin in kcal per mole: 139.4
Net charge: +1
Largest force on an atom in eV/Å: 1.8

=====

This record from OMol25 describes 2 unconnected molecules or ions with the total composition C3H12NOS in a non-equilibrium geometry. The level of theory is ωB97M-V/def2-TZVPD.

Geometry as XYZ:
```
18
Properties=species:S:1:pos:R:3
C -0.07 1.13 -1.73
C 0.32 0.45 -0.36
C 0.07 -1.02 -0.36
S 0.66 -1.97 1.11
N 1.79 0.64 -0.15
H -1.10 1.02 -1.92
H 0.47 0.70 -2.56
H 0.17 2.21 -1.66
H -0.10 1.04 0.42
H -0.96 -1.10 -0.46
H 0.45 -1.36 -1.35
H -0.59 -2.49 1.35
H 2.05 -0.09 0.62
H 2.37 0.52 -0.98
H 1.97 1.65 0.18
H -2.06 -1.01 2.96
H -3.13 0.08 2.63
O -2.34 -0.40 2.25
```

Calculated values
Highest occupied orbital energy in eV: -13.45
Kohn-Sham gap in eV: 9.89
Energy above the lowest of the compared OMol25 structures with the same formula, charge and spin in kcal per mole: 21.3
Net charge: +1
Largest force on an atom in eV/Å: 2.8

=====

This record from OMol25 describes 2 unconnected molecules or ions with the total composition C2H3BrFI in a non-equilibrium geometry. The level of theory is ωB97M-V/def2-TZVPD.

Geometry as XYZ:
```
8
Properties=species:S:1:pos:R:3
C 0.22 0.33 0.20
C -0.21 0.65 -1.08
F -0.10 1.92 -1.50
Br -3.07 0.14 0.48
I 2.47 0.17 0.24
H 0.05 1.21 0.84
H -0.15 -0.45 0.65
H -0.60 0.06 -1.93
```

Calculated values
Highest occupied orbital energy (alpha / beta) in eV: -8.84 / -8.84
Kohn-Sham gap (alpha / beta) in eV: 5.39 / 5.38
Energy above the lowest of the compared OMol25 structures with the same formula, charge and spin in kcal per mole: 62.8
Largest force on an atom in eV/Å: 5.5

=====

This record from OMol25 describes 4 unconnected molecules or ions with the total composition C17H22ClN3O6S2 in a non-equilibrium geometry. The level of theory is ωB97M-V/def2-TZVPD.

Geometry as XYZ:
```
51
Properties=species:S:1:pos:R:3
C 4.68 -1.13 1.62
S 4.35 -2.03 0.05
O 5.54 -1.76 -0.86
O 4.35 -3.54 0.25
C 2.86 -1.46 -0.88
C 2.90 -1.67 -2.29
C 1.67 -1.27 -3.20
O 1.75 -1.26 -4.46
C 0.31 -0.93 -2.46
C 0.23 -0.69 -1.06
C -1.22 -0.32 -0.49
C -1.33 -0.24 1.10
C -2.84 -0.18 1.65
C -3.81 -1.31 1.05
S -3.29 -3.04 1.48
O -2.72 -3.13 2.86
O -2.33 -3.58 0.45
Cl -5.05 -4.20 1.49
C 1.57 -0.77 -0.23
O 1.74 -0.29 0.92
H 5.80 -1.07 1.79
H 4.15 -1.66 2.49
H 4.27 -0.07 1.56
H 3.83 -2.14 -2.77
H -0.64 -0.87 -3.10
H -1.96 -1.06 -0.97
H -1.48 0.72 -0.93
H -0.71 -1.05 1.61
H -0.86 0.76 1.40
H -3.32 0.83 1.42
H -2.86 -0.28 2.79
H -4.85 -1.13 1.50
H -3.91 -1.27 -0.09
C 4.28 2.02 4.26
C 5.52 1.51 3.59
N 6.49 1.11 3.07
H 4.19 3.10 4.10
H 3.40 1.53 3.84
H 4.32 1.82 5.33
C -0.77 1.91 -4.98
C -1.98 1.08 -4.68
N -2.93 0.43 -4.44
H -0.96 2.53 -5.85
H -0.54 2.55 -4.13
H 0.08 1.26 -5.17
C -5.07 3.55 0.46
C -3.84 3.03 -0.22
N -2.88 2.62 -0.76
H -5.15 4.63 0.31
H -5.96 3.07 0.05
H -5.01 3.35 1.53
```

Calculated values
Highest occupied orbital energy in eV: -9.93
Kohn-Sham gap in eV: 7.98
Energy above the lowest of the compared OMol25 structures with the same formula, charge and spin in kcal per mole: 101.2
Structure (SMILES): CS(=O)(=O)C1=CC(=O)C=C(CCCCS(=O)(=O)Cl)C1=O.CC#N.CC#N.CC#N
Largest force on an atom in eV/Å: 6.8

=====

This record from OMol25 describes a molecular structure, C22H50N3P3SeTl in a non-equilibrium geometry. The level of theory is ωB97M-V/def2-TZVPD.

Geometry as XYZ:
```
80
Properties=species:S:1:pos:R:3
Tl 0.25 -2.85 -3.24
P 0.20 2.17 1.34
P -2.43 1.10 -0.24
P 2.26 0.34 -0.44
H -1.38 -3.27 -5.99
C -0.62 -3.92 -5.55
C -0.95 -4.82 -4.57
H -1.94 -4.78 -4.11
C 0.27 3.94 0.79
C -1.09 2.34 2.65
C 1.66 2.20 2.45
C -3.06 0.06 -1.62
C -3.78 0.70 0.97
C -3.10 2.72 -0.82
C 2.61 -0.80 -1.85
C 3.46 -0.39 0.77
C 3.32 1.76 -0.99
H 0.37 -3.89 -6.04
H -0.30 -5.66 -4.31
H 0.37 4.58 1.67
H -0.64 4.20 0.24
H 1.14 4.08 0.13
H -0.70 3.01 3.43
H -1.30 1.36 3.09
H -2.03 2.76 2.25
H 1.48 2.95 3.24
H 2.58 2.48 1.91
H 1.80 1.22 2.92
H -4.15 0.15 -1.69
H -2.79 -0.99 -1.41
H -2.60 0.35 -2.57
H -4.75 1.00 0.55
H -3.60 1.24 1.91
H -3.77 -0.38 1.18
H -4.19 2.62 -0.97
H -2.60 2.99 -1.76
H -2.91 3.49 -0.07
H 3.68 -0.80 -2.08
H 2.05 -0.49 -2.74
H 2.31 -1.82 -1.55
H 4.48 -0.32 0.36
H 3.21 -1.44 0.95
H 3.42 0.14 1.73
H 4.34 1.39 -1.14
H 3.33 2.54 -0.22
H 2.93 2.18 -1.92
C 0.29 1.73 -4.31
C -0.25 0.43 -4.26
C -0.24 -0.38 -5.39
C 0.47 0.02 -6.52
C 1.03 1.30 -6.58
C 0.94 2.16 -5.49
Se 0.05 2.91 -2.83
H 0.69 2.02 -1.82
H -0.73 0.08 -3.33
H -0.81 -1.32 -5.39
H 0.57 -0.67 -7.36
H 1.53 1.65 -7.49
H 1.34 3.17 -5.52
C -2.56 -2.29 3.93
N -1.20 -2.08 4.37
C -0.85 -2.59 5.68
C -0.26 -1.58 3.51
N -0.48 -1.23 2.27
N 1.04 -1.48 4.06
C 1.37 -0.48 5.05
C 2.11 -2.24 3.46
H -3.03 -2.95 4.65
H -2.57 -2.76 2.94
H -3.10 -1.33 3.87
H 0.16 -3.02 5.66
H -0.88 -1.79 6.44
H -1.57 -3.36 5.96
H -1.45 -1.41 2.01
H 1.13 -0.83 6.06
H 2.45 -0.26 5.00
H 0.82 0.46 4.86
H 1.87 -2.39 2.40
H 3.07 -1.71 3.56
H 2.19 -3.23 3.94
```

Calculated values
Highest occupied orbital energy (alpha / beta) in eV: -14.96 / -15.00
Kohn-Sham gap (alpha / beta) in eV: 3.33 / 3.38
Energy above the lowest of the compared OMol25 structures with the same formula, charge and spin in kcal per mole: 61.5
Net charge: +3
Largest force on an atom in eV/Å: 2.8

=====

This record from OMol25 describes a molecular structure, C25H52CuKN3O17 in a non-equilibrium geometry. The level of theory is ωB97M-V/def2-TZVPD.

Geometry as XYZ:
```
99
Properties=species:S:1:pos:R:3
K 3.50 3.97 5.50
Cu 1.85 0.07 -3.54
N 0.66 -0.27 2.07
O -0.33 -0.40 2.72
O 0.64 -0.51 0.86
O 1.69 0.12 2.58
C 2.04 6.50 -0.30
C 2.32 7.83 -0.10
C 2.36 8.80 -1.28
O 2.31 10.09 -1.19
C 2.43 8.32 -2.56
C 2.29 6.87 -2.87
C 1.98 5.97 -1.67
O 1.78 4.78 -1.85
O 2.55 6.40 -4.00
O 2.54 8.05 1.12
H 2.02 5.75 0.48
H 2.60 9.02 -3.37
C -4.39 -3.23 8.94
C -5.76 -2.87 9.51
O -5.58 -1.74 10.31
C -6.51 -1.17 11.06
O -7.66 -1.55 11.22
O -6.01 -0.13 11.55
C -6.77 0.62 12.48
H -4.01 -2.44 8.30
H -4.55 -4.14 8.35
H -3.62 -3.47 9.67
H -6.26 -3.66 10.08
H -6.31 -2.67 8.59
H -7.69 0.96 12.02
H -6.32 1.56 12.80
H -7.07 0.08 13.37
C 5.30 1.89 -2.65
O 4.76 1.38 -3.82
C 5.65 1.62 -4.99
C 4.94 1.17 -6.33
N 3.50 1.58 -6.40
C 2.98 1.17 -7.76
C 1.77 2.01 -8.11
O 0.72 1.54 -7.31
C -0.34 2.43 -7.42
H 4.75 1.73 -1.72
H 5.49 2.95 -2.76
H 6.36 1.63 -2.62
H 6.59 1.07 -4.93
H 5.78 2.70 -5.09
H 5.06 0.11 -6.54
H 5.57 1.57 -7.13
H 3.49 2.59 -6.52
H 2.81 0.11 -7.97
H 3.75 1.48 -8.46
H 1.54 1.95 -9.18
H 1.99 3.07 -8.00
H -0.44 2.88 -8.41
H -0.20 3.30 -6.78
H -1.25 1.91 -7.12
C 3.22 -3.15 -1.84
O 2.65 -2.80 -3.11
C 2.19 -3.99 -3.77
C 1.53 -3.60 -5.12
N 0.48 -2.66 -4.91
C -0.73 -3.20 -4.22
C -1.82 -2.11 -4.26
O -1.08 -0.99 -3.73
C -2.07 -0.01 -3.31
H 4.26 -3.44 -2.03
H 2.70 -3.98 -1.36
H 3.26 -2.24 -1.24
H 1.42 -4.53 -3.21
H 3.11 -4.55 -3.92
H 1.05 -4.43 -5.63
H 2.18 -3.05 -5.80
H 0.10 -2.43 -5.82
H -0.50 -3.62 -3.25
H -1.22 -3.97 -4.81
H -2.70 -2.38 -3.68
H -2.11 -1.90 -5.29
H -2.70 0.24 -4.17
H -1.61 0.95 -3.06
H -2.73 -0.37 -2.52
C 0.76 -6.46 3.64
O 0.75 -7.34 4.71
H -0.30 -6.31 3.46
H 1.09 -5.46 3.95
H 1.34 -6.83 2.80
H 0.06 -8.01 4.69
C -1.33 2.24 8.49
O -1.09 2.55 7.16
H -0.51 2.76 8.98
H -2.25 2.65 8.92
H -1.30 1.18 8.77
H -1.48 1.96 6.52
C -5.52 -3.93 2.48
O -5.21 -2.66 2.79
H -5.37 -4.16 1.43
H -5.01 -4.66 3.12
H -6.57 -4.20 2.57
H -4.27 -2.47 2.73
```

Calculated values
Highest occupied orbital energy (alpha / beta) in eV: -6.81 / -5.98
<S²>: 0.79
Kohn-Sham gap (alpha / beta) in eV: 4.83 / 4.01
2S+1: 2
Largest force on an atom in eV/Å: 4.9

=====

This record from OMol25 describes a molecular structure, C10H11N2O2S in a non-equilibrium geometry. The level of theory is ωB97M-V/def2-TZVPD.

Geometry as XYZ:
```
26
Properties=species:S:1:pos:R:3
C -3.15 2.21 0.17
C -3.28 1.05 0.86
C -2.02 2.43 -0.56
C -2.41 0.01 0.75
C -0.93 1.57 -0.52
C -1.14 0.30 0.18
C 1.62 -2.94 -0.38
C 1.05 -0.48 -0.40
C 3.02 -0.12 1.38
C 1.65 -1.55 -1.20
N 0.26 1.66 -1.13
N -0.25 -0.74 -0.15
O 2.58 -3.63 -0.49
O 0.51 -3.25 0.07
S 1.77 0.93 0.35
H -3.95 2.82 -0.04
H -4.18 0.76 1.38
H -1.96 3.39 -1.13
H -2.62 -0.87 1.42
H 2.34 -0.51 2.34
H 3.93 0.31 1.75
H 3.19 -1.03 0.77
H 2.67 -1.18 -1.34
H 1.34 -1.84 -2.18
H 0.41 2.41 -1.79
H -0.44 -1.69 -0.10
```

Calculated values
Highest occupied orbital energy in eV: -3.78
Kohn-Sham gap in eV: 6.96
Energy above the lowest of the compared OMol25 structures with the same formula, charge and spin in kcal per mole: 32.9
Net charge: -1
Largest force on an atom in eV/Å: 5.7

=====

| no. | calculated total energy (Eh) |
| --- | --- |
| 1 | -463.580119 |
| 2 | -10430.178494 |
| 3 | -649.416660 |
| 4 | -3049.463354 |
| 5 | -2533.015344 |
| 6 | -4629.377814 |
| 7 | -4666.921574 |
| 8 | -1045.796945 |